1.
Entry from the Open Molecules 2025 dataset: a structure of composition C36H61AlN15O (ωB97M-V with the def2-TZVPD basis set).

net charge	-1
HOMO-LUMO gap	5.58	eV
LUMO level	0.935	eV
energy relative to the best compared isomer or geometry (same formula, charge and spin)	0.0000	eV
HOMO	-4.648	eV

Each line ends with the Mulliken charge.
Element x y z (Å)
C1 -0.49 0.73 0.94  -1.715
C2 -1.09 0.45 -0.44  1.467
C3 -1.74 1.72 -0.97  -1.486
C4 -1.99 -0.83 -0.51  1.965
C5 -2.08 -1.60 0.82  -1.388
C6 -3.42 -0.62 -1.02  -1.071
O1 -4.26 -0.17 -0.01  -0.955
Al1 -5.37 1.24 -0.27  0.836
H1 -1.28 0.99 1.65  0.353
H2 0.08 -0.11 1.32  0.290
H3 0.18 1.59 0.86  0.498
H4 -0.24 0.26 -1.11  -0.455
H5 -0.97 2.49 -0.98  0.216
H6 -2.56 2.09 -0.36  0.102
H7 -2.06 1.61 -2.01  0.401
H8 -1.49 -1.53 -1.19  -0.643
H9 -2.41 -0.99 1.66  0.366
H10 -2.81 -2.40 0.70  0.053
H11 -1.08 -1.98 1.04  0.127
H12 -3.76 -1.62 -1.36  0.429
H13 -3.45 0.03 -1.91  0.427
H14 -5.10 2.28 0.98  -0.352
H15 -5.02 2.03 -1.64  -0.314
H16 -6.91 0.74 -0.17  -0.315
C7 0.49 -3.77 -1.68  -0.448
C8 1.06 -3.32 -0.43  0.596
N1 1.49 -2.95 0.57  -0.579
H17 1.22 -4.38 -2.22  0.368
H18 -0.40 -4.36 -1.50  0.157
H19 0.23 -2.90 -2.30  0.003
C9 1.38 5.24 -2.09  -0.802
C10 0.09 4.81 -2.62  0.382
N2 -0.92 4.45 -3.03  -0.411
H20 1.45 4.97 -1.04  0.148
H21 2.18 4.76 -2.64  0.305
H22 1.48 6.32 -2.17  0.384
C11 2.46 -3.94 -5.33  -0.854
C12 1.19 -4.60 -5.04  0.446
N3 0.17 -5.06 -4.81  -0.392
H23 2.47 -2.97 -4.83  0.223
H24 3.28 -4.54 -4.97  0.287
H25 2.56 -3.79 -6.40  0.335
C13 3.90 -4.77 1.99  -0.394
C14 4.15 -6.20 2.01  0.289
N4 4.35 -7.33 2.04  -0.385
H26 3.91 -4.38 3.00  0.232
H27 4.68 -4.27 1.41  0.276
H28 2.94 -4.55 1.53  -0.015
C15 -5.14 -4.44 -0.07  -0.620
C16 -3.76 -4.86 -0.29  0.307
N5 -2.67 -5.14 -0.48  -0.470
H29 -5.23 -3.37 -0.26  0.133
H30 -5.80 -4.98 -0.74  0.377
H31 -5.44 -4.64 0.96  0.266
C17 -1.17 -7.25 -7.02  -0.643
C18 -2.46 -7.72 -7.48  0.262
N6 -3.48 -8.10 -7.86  -0.364
H32 -0.86 -7.80 -6.14  0.263
H33 -0.43 -7.39 -7.81  0.272
H34 -1.22 -6.19 -6.77  0.199
C19 4.20 5.71 1.53  -0.288
C20 3.17 6.49 0.85  0.262
N7 2.34 7.07 0.32  -0.453
H35 4.06 4.65 1.30  0.004
H36 5.18 6.01 1.19  0.281
H37 4.13 5.87 2.60  0.290
C21 -8.46 -2.16 1.19  -0.343
C22 -8.34 -3.60 1.35  0.471
N8 -8.25 -4.74 1.45  -0.506
H38 -8.41 -1.67 2.17  0.060
H39 -7.65 -1.77 0.58  0.046
H40 -9.41 -1.92 0.72  0.287
C23 0.67 1.30 -4.25  -0.679
C24 0.72 -0.10 -3.85  0.368
N9 0.81 -1.20 -3.53  -0.404
H41 0.60 1.94 -3.37  -0.009
H42 1.58 1.54 -4.80  0.352
H43 -0.20 1.47 -4.88  0.297
C25 0.51 -2.84 3.91  -0.498
C26 -0.14 -1.74 4.62  0.329
N10 -0.64 -0.88 5.18  -0.464
H44 1.28 -3.27 4.55  0.345
H45 -0.22 -3.61 3.67  0.271
H46 0.97 -2.48 2.99  0.050
C27 -6.11 -1.84 5.23  -0.694
C28 -7.49 -1.62 4.81  0.404
N11 -8.56 -1.46 4.44  -0.469
H47 -5.44 -1.41 4.49  0.206
H48 -5.94 -1.35 6.19  0.293
H49 -5.92 -2.90 5.32  0.258
C29 6.55 1.74 2.55  -0.755
C30 5.51 2.19 1.64  0.382
N12 4.68 2.54 0.93  -0.446
H50 7.53 1.90 2.09  0.216
H51 6.49 2.30 3.48  0.231
H52 6.42 0.68 2.76  0.338
C31 9.43 4.84 3.68  -0.700
C32 8.22 5.19 2.96  0.352
N13 7.27 5.46 2.38  -0.365
H53 9.19 4.53 4.69  0.293
H54 9.94 4.02 3.17  0.273
H55 10.10 5.69 3.71  0.109
C33 -8.29 4.74 -0.76  -0.680
C34 -8.84 3.39 -0.82  0.311
N14 -9.17 2.30 -0.86  -0.352
H56 -7.22 4.69 -0.59  0.224
H57 -8.47 5.25 -1.71  0.261
H58 -8.76 5.30 0.04  0.257
C35 12.10 8.12 1.69  -0.760
C36 12.06 7.38 2.94  0.406
N15 12.03 6.80 3.93  -0.455
H59 11.73 9.13 1.85  0.268
H60 13.12 8.16 1.32  0.276
H61 11.46 7.63 0.96  0.276

2.
Entry from the Open Molecules 2025 dataset: a cluster of 9 separate species, C36H61BrF3N8O4P in total at a distorted geometry (ωB97M-V with the def2-TZVPD basis set).

net charge	0
structure (SMILES)	O=C(OCCC(F)(F)F)OP(O)Br.CCCC#N.CCCC#N.CCCC#N.CCCC#N.CCCC#N.CCCC#N.CCCC#N.CCCC#N
HOMO-LUMO gap	9.91	eV
LUMO level	0.262	eV
HOMO	-9.647	eV

Each line ends with the Mulliken charge.
Element x y z (Å)
O1 -3.34 0.55 0.49  -0.630
C1 -3.89 -0.43 -0.05  0.745
O2 -4.90 -1.11 0.51  -0.316
C2 -5.74 -1.94 -0.31  -0.054
C3 -7.00 -2.14 0.47  -0.842
C4 -7.61 -3.49 0.21  0.833
F1 -7.41 -3.91 -1.09  -0.263
F2 -7.08 -4.46 1.03  -0.258
F3 -8.96 -3.47 0.44  -0.276
O3 -3.56 -0.93 -1.27  -0.152
P1 -2.09 -1.65 -1.59  0.297
O4 -1.43 -1.52 -0.16  -0.164
Br1 -2.75 -3.77 -1.32  -0.342
H1 -5.25 -2.87 -0.51  0.077
H2 -5.95 -1.46 -1.24  0.380
H3 -7.74 -1.41 0.20  0.311
H4 -6.78 -2.09 1.51  0.342
H5 -0.51 -1.24 -0.26  0.241
C5 -6.03 2.84 -1.81  -1.107
C6 -4.77 3.62 -2.13  -0.247
C7 -4.50 3.76 -3.63  -0.431
C8 -4.35 2.46 -4.29  0.281
N1 -4.26 1.41 -4.76  -0.477
H6 -5.95 1.81 -2.16  0.228
H7 -6.20 2.81 -0.73  0.325
H8 -6.91 3.29 -2.28  0.379
H9 -3.92 3.14 -1.64  0.172
H10 -4.84 4.63 -1.72  0.316
H11 -3.59 4.33 -3.81  0.297
H12 -5.32 4.28 -4.12  0.287
C9 -0.45 -3.96 1.92  -0.261
C10 -0.74 -4.96 3.03  -0.855
C11 -0.83 -6.41 2.52  0.222
C12 -1.91 -6.58 1.56  0.107
N2 -2.77 -6.68 0.79  -0.519
H13 -1.26 -3.94 1.18  0.013
H14 -0.36 -2.95 2.32  0.138
H15 0.48 -4.20 1.40  0.166
H16 -1.67 -4.70 3.54  0.476
H17 0.06 -4.92 3.77  0.436
H18 -1.01 -7.10 3.34  0.461
H19 0.10 -6.70 2.04  -0.265
C13 -0.79 2.21 2.56  -1.151
C14 0.64 2.66 2.30  -0.666
C15 1.06 2.48 0.84  0.066
C16 1.00 1.09 0.42  0.386
N3 0.96 -0.02 0.09  -0.394
H20 -0.92 1.15 2.36  0.230
H21 -1.06 2.39 3.60  0.396
H22 -1.50 2.76 1.93  0.323
H23 1.32 2.10 2.95  0.308
H24 0.76 3.71 2.55  0.404
H25 2.09 2.82 0.68  -0.205
H26 0.42 3.05 0.17  0.332
C17 5.39 3.05 -0.26  -1.319
C18 4.78 3.30 -1.63  0.106
C19 4.73 4.80 -2.00  -0.512
C20 3.88 5.49 -1.05  0.274
N4 3.21 5.92 -0.21  -0.502
H27 4.80 3.51 0.53  0.330
H28 5.42 1.98 -0.07  0.299
H29 6.40 3.44 -0.20  0.407
H30 3.78 2.89 -1.67  -0.116
H31 5.36 2.78 -2.39  0.400
H32 4.30 4.94 -2.99  0.281
H33 5.72 5.25 -1.99  0.347
C21 1.46 1.50 -4.47  -0.952
C22 1.72 0.00 -4.58  -0.587
C23 1.78 -0.69 -3.21  0.202
C24 2.84 -0.16 -2.37  0.229
N5 3.69 0.28 -1.73  -0.469
H34 2.27 2.00 -3.92  0.147
H35 1.40 1.95 -5.46  0.380
H36 0.53 1.70 -3.95  0.274
H37 2.66 -0.17 -5.10  0.318
H38 0.93 -0.46 -5.16  0.361
H39 1.94 -1.76 -3.32  0.388
H40 0.83 -0.56 -2.68  -0.271
C25 0.98 10.15 -0.84  -1.133
C26 0.14 9.20 0.01  -0.489
C27 0.03 7.80 -0.60  0.095
C28 -0.59 7.82 -1.91  0.219
N6 -1.09 7.87 -2.96  -0.484
H41 0.53 10.30 -1.83  0.357
H42 1.06 11.12 -0.36  0.328
H43 1.99 9.76 -0.98  0.279
H44 -0.86 9.61 0.14  0.311
H45 0.58 9.11 1.00  0.314
H46 -0.55 7.14 0.04  0.295
H47 1.03 7.35 -0.71  -0.080
C29 3.85 -3.31 3.73  -1.334
C30 3.24 -2.89 2.40  0.360
C31 3.01 -1.38 2.29  0.310
C32 2.09 -0.90 3.31  0.255
N7 1.35 -0.51 4.11  -0.603
H48 3.18 -3.07 4.56  0.342
H49 4.02 -4.39 3.75  0.260
H50 4.80 -2.81 3.90  0.422
H51 2.29 -3.41 2.25  -0.565
H52 3.90 -3.20 1.58  0.421
H53 2.58 -1.12 1.33  -0.404
H54 3.95 -0.83 2.41  0.437
C33 3.01 -8.28 0.44  -1.107
C34 3.91 -8.11 1.65  -0.368
C35 3.12 -7.93 2.96  -0.747
C36 2.28 -6.75 2.92  0.228
N8 1.61 -5.81 2.85  -0.239
H55 2.39 -7.40 0.28  0.269
H56 3.60 -8.44 -0.46  0.345
H57 2.35 -9.14 0.56  0.307
H58 4.57 -7.25 1.51  0.286
H59 4.55 -8.99 1.76  0.322
H60 3.80 -7.83 3.81  0.352
H61 2.48 -8.80 3.14  0.324

3.
Entry from the Open Molecules 2025 dataset: a cluster of 10 separate species, C36H61NO27 in total at a distorted geometry (ωB97M-V with the def2-TZVPD basis set).

net charge	0
structure (SMILES)	C[C@H]1COC(=O)O1.C[C@H]1COC(=O)O1.C[C@H]1COC(=O)O1.C[C@H]1COC(=O)O1.C[C@H]1COC(=O)O1.COC(=O)OC.COC(=O)OC.COC(=O)OC.COC(=O)OC.CCCC#N
HOMO-LUMO gap	10.12	eV
LUMO level	0.037	eV
energy relative to the best compared isomer or geometry (same formula, charge and spin)	4.0974	eV
HOMO	-10.080	eV

Each line ends with the Mulliken charge.
Element x y z (Å)
C1 2.73 -1.40 -2.14  -0.148
C2 3.32 -0.87 -3.47  0.204
C3 3.92 -1.80 -4.57  -0.563
O1 3.16 -1.28 -5.70  -0.366
C4 2.09 -0.66 -5.35  0.629
O2 1.09 -0.46 -6.01  -0.601
O3 2.15 -0.41 -4.04  -0.240
H1 2.10 -0.74 -1.65  -0.614
H2 3.45 -1.78 -1.44  0.228
H3 2.27 -2.38 -2.24  0.567
H4 3.95 0.03 -3.37  0.373
H5 3.78 -2.80 -4.25  0.316
H6 4.99 -1.62 -4.49  0.390
C5 -2.94 -0.55 -4.05  -1.559
C6 -2.29 -1.02 -2.75  0.323
C7 -0.80 -0.90 -2.79  -0.313
O4 -0.49 0.33 -2.16  -0.055
C8 -1.55 0.74 -1.49  -0.516
O5 -1.53 1.75 -0.74  0.324
O6 -2.58 -0.13 -1.73  -0.015
H7 -4.04 -0.51 -3.94  0.425
H8 -2.73 -1.20 -4.94  0.388
H9 -2.64 0.46 -4.22  0.229
H10 -2.58 -2.04 -2.62  0.386
H11 -0.27 -0.97 -3.71  0.179
H12 -0.38 -1.54 -2.15  0.212
C9 3.18 -2.83 3.33  -1.456
C10 4.42 -2.83 2.41  1.601
C11 4.55 -1.59 1.57  0.887
O7 5.74 -0.91 2.03  -0.345
C12 6.33 -1.72 2.95  0.576
O8 7.47 -1.60 3.35  -0.623
O9 5.55 -2.73 3.28  -0.406
H13 3.08 -3.82 3.72  0.497
H14 2.24 -2.76 2.77  0.043
H15 3.10 -1.99 4.03  0.361
H16 4.50 -3.75 1.79  -0.569
H17 3.66 -1.01 1.78  -0.514
H18 4.50 -1.77 0.47  -0.214
C13 0.11 4.51 0.93  -0.745
C14 0.32 5.45 -0.30  0.796
C15 -0.61 6.58 -0.48  -0.205
O10 0.35 7.59 -0.68  -0.370
C16 1.56 7.21 -0.61  0.477
O11 2.53 7.88 -1.01  -0.661
O12 1.63 6.00 -0.25  -0.286
H19 -0.51 3.66 0.70  -0.343
H20 -0.17 4.99 1.83  0.661
H21 1.14 4.12 1.05  0.278
H22 0.43 4.82 -1.21  -0.098
H23 -1.01 6.69 0.49  0.376
H24 -1.27 6.37 -1.27  0.267
C17 -2.56 -2.15 0.66  -0.572
C18 -2.25 -1.84 2.06  1.109
C19 -3.17 -2.36 3.20  -0.163
O13 -2.19 -2.80 4.12  -0.353
C20 -0.93 -2.78 3.61  0.207
O14 0.02 -3.52 4.13  -0.579
O15 -0.97 -2.32 2.29  0.347
H25 -2.77 -3.18 0.72  0.864
H26 -1.71 -2.03 -0.03  -0.449
H27 -3.45 -1.53 0.18  -0.234
H28 -2.21 -0.75 1.95  -0.709
H29 -3.87 -3.11 2.83  0.313
H30 -3.73 -1.45 3.57  0.310
C21 5.52 1.87 1.14  -0.845
O16 4.38 2.67 0.85  -0.289
C22 3.67 2.19 -0.11  0.546
O17 3.91 0.92 -0.73  -0.445
O18 2.67 3.07 -0.53  -0.129
C23 1.92 2.78 -1.68  0.373
H31 5.27 1.46 2.13  0.300
H32 6.34 2.57 1.20  0.373
H33 5.81 1.07 0.51  0.365
H34 0.90 2.69 -1.23  -0.283
H35 2.07 1.86 -2.27  -0.504
H36 1.95 3.56 -2.45  0.618
C24 -5.18 1.07 1.10  -0.636
O19 -5.55 -0.23 1.35  -0.040
C25 -6.84 -0.42 1.57  0.630
O20 -7.77 0.55 1.39  -0.648
O21 -7.23 -1.64 1.98  -0.281
C26 -8.67 -1.97 1.98  -0.683
H37 -5.25 1.65 2.03  0.402
H38 -5.78 1.50 0.29  0.526
H39 -4.12 1.15 1.00  -0.211
H40 -8.98 -2.94 2.45  0.255
H41 -8.86 -2.29 0.94  0.302
H42 -9.33 -1.08 2.21  0.298
C27 -3.33 4.08 0.28  -0.740
O22 -2.96 4.39 -1.07  -0.061
C28 -3.51 3.66 -2.00  0.675
O23 -4.39 2.60 -1.63  -0.599
O24 -3.27 3.85 -3.30  -0.289
C29 -3.99 3.11 -4.28  -0.603
H43 -2.87 4.66 0.97  0.428
H44 -3.03 3.06 0.48  0.036
H45 -4.40 4.08 0.65  0.328
H46 -4.29 2.17 -3.84  0.221
H47 -3.31 2.95 -5.18  0.252
H48 -4.97 3.60 -4.53  0.277
C30 0.59 -4.55 0.27  -0.287
O25 1.41 -5.38 1.02  -0.278
C31 2.59 -5.49 0.79  0.853
O26 3.31 -4.99 -0.29  -0.660
O27 3.25 -6.17 1.71  -0.303
C32 4.48 -6.81 1.30  -0.769
H49 0.38 -4.99 -0.74  0.396
H50 0.95 -3.54 0.21  -0.042
H51 -0.29 -4.31 0.86  0.137
H52 4.78 -7.53 2.11  0.225
H53 5.17 -6.13 1.14  0.385
H54 4.37 -7.46 0.44  0.324
C33 0.67 -0.16 0.84  2.561
C34 1.11 1.01 1.69  1.567
C35 0.37 0.88 3.04  -0.186
C36 -0.96 1.46 2.96  0.057
N1 -1.93 1.99 2.78  -0.493
H55 1.15 -1.08 1.29  -0.900
H56 1.05 0.08 -0.10  -0.425
H57 -0.38 -0.44 0.70  -1.473
H58 0.87 1.92 1.15  -1.178
H59 2.26 1.00 1.89  -0.302
H60 0.85 1.53 3.91  0.518
H61 0.25 -0.12 3.45  0.096

4.
Entry from the Open Molecules 2025 dataset: a cluster of 9 separate species, C36H62O18 in total at a distorted geometry (ωB97M-V with the def2-TZVPD basis set).

net charge	0
structure (SMILES)	CCOC(C)=O.CCOC(C)=O.CCOC(C)=O.CCOC(C)=O.O=C1CCCO1.O=C1CCCO1.O=C1CCCO1.O=C1CCCO1.O=C1CCCO1
HOMO-LUMO gap	10.53	eV
LUMO level	0.305	eV
energy relative to the best compared isomer or geometry (same formula, charge and spin)	0.0000	eV
HOMO	-10.223	eV

Each line ends with the Mulliken charge.
Element x y z (Å)
O1 -3.94 4.24 -2.84  -0.585
C1 -4.33 4.17 -1.71  0.873
O2 -3.52 3.94 -0.66  -0.395
C2 -2.18 3.55 -0.96  -0.187
C3 -2.18 2.07 -1.26  0.545
C4 -5.76 4.29 -1.31  -0.932
H1 -1.59 3.73 -0.07  -0.104
H2 -1.75 4.14 -1.76  0.364
H3 -1.21 1.73 -1.63  -0.140
H4 -2.87 1.88 -2.09  -0.111
H5 -2.43 1.45 -0.40  -0.101
H6 -5.87 4.64 -0.28  0.301
H7 -6.26 3.32 -1.40  0.109
H8 -6.25 4.98 -1.99  0.331
O3 2.73 -1.19 2.96  -0.479
C5 2.97 -2.28 3.42  0.777
O4 3.93 -3.09 2.97  -0.352
C6 4.57 -2.70 1.74  0.189
C7 5.73 -3.64 1.51  -1.468
C8 2.24 -2.87 4.60  -0.934
H9 4.95 -1.68 1.85  0.365
H10 3.84 -2.71 0.94  -0.002
H11 6.27 -3.35 0.60  0.410
H12 5.40 -4.67 1.37  0.318
H13 6.45 -3.56 2.32  0.354
H14 2.65 -3.84 4.89  0.321
H15 1.19 -3.03 4.36  0.165
H16 2.35 -2.20 5.44  0.335
O5 1.86 -6.06 -1.25  -0.560
C9 0.81 -6.48 -0.84  0.819
O6 0.34 -6.25 0.39  -0.402
C10 1.09 -5.33 1.17  -0.690
C11 0.71 -3.91 0.83  0.047
C12 -0.14 -7.32 -1.65  -1.116
H17 2.16 -5.47 1.02  0.392
H18 0.91 -5.53 2.23  0.419
H19 1.04 -3.64 -0.18  0.322
H20 1.14 -3.21 1.55  -0.200
H21 -0.37 -3.77 0.91  -0.002
H22 -1.16 -6.97 -1.47  0.309
H23 -0.10 -8.38 -1.41  0.284
H24 0.08 -7.20 -2.71  0.339
O7 4.92 2.86 0.96  -0.600
C13 4.50 2.87 -0.16  0.832
O8 3.21 3.04 -0.47  -0.116
C14 2.33 3.51 0.58  -0.140
C15 1.26 4.36 -0.07  -0.954
C16 5.35 2.62 -1.38  -1.071
H25 2.94 4.12 1.25  0.532
H26 1.87 2.68 1.09  0.021
H27 1.71 5.22 -0.58  0.412
H28 0.52 4.69 0.66  0.429
H29 0.77 3.78 -0.86  -0.092
H30 4.85 1.89 -2.01  0.270
H31 6.30 2.21 -1.06  0.354
H32 5.52 3.52 -1.96  0.334
O9 -6.89 1.08 -2.12  -0.631
C17 -5.88 0.47 -2.32  0.378
O10 -5.25 -0.19 -1.34  -0.368
C18 -4.11 -0.92 -1.83  0.474
C19 -4.24 -0.90 -3.38  -0.785
C20 -5.12 0.32 -3.62  -0.312
H33 -4.19 -1.96 -1.50  0.598
H34 -3.17 -0.52 -1.48  -0.492
H35 -4.72 -1.82 -3.70  0.344
H36 -3.25 -0.84 -3.82  0.318
H37 -5.79 0.22 -4.46  0.395
H38 -4.52 1.24 -3.73  0.126
O11 4.50 4.19 -4.93  -0.579
C21 3.47 3.61 -5.01  0.462
O12 2.51 3.93 -5.92  -0.379
C22 1.37 3.07 -5.74  -0.611
C23 1.45 2.62 -4.28  -0.174
C24 2.96 2.47 -4.14  0.598
H39 1.47 2.22 -6.42  0.279
H40 0.46 3.62 -5.95  0.397
H41 0.88 1.71 -4.11  0.272
H42 1.05 3.40 -3.63  0.061
H43 3.29 1.50 -4.50  0.319
H44 3.30 2.63 -3.12  -0.694
O13 -1.02 -1.46 -1.56  -0.665
C25 -0.03 -0.85 -1.24  0.169
O14 0.83 -0.38 -2.16  -0.366
C26 2.08 0.04 -1.56  0.212
C27 1.95 -0.30 -0.07  1.012
C28 0.45 -0.47 0.15  3.391
H45 2.16 1.11 -1.74  -0.417
H46 2.88 -0.50 -2.06  0.332
H47 2.35 0.52 0.53  0.213
H48 2.53 -1.19 0.16  -1.267
H49 -0.10 0.40 0.50  -0.911
H50 0.28 -1.32 0.80  -1.571
O15 -1.16 1.90 1.90  -0.580
C29 -0.70 1.99 3.00  0.288
O16 0.59 2.31 3.20  -0.228
C30 0.97 2.19 4.58  -0.336
C31 -0.33 2.01 5.37  -0.695
C32 -1.37 1.64 4.31  0.122
H51 1.54 3.08 4.85  0.335
H52 1.63 1.34 4.66  0.154
H53 -0.66 2.93 5.85  0.243
H54 -0.19 1.30 6.18  0.386
H55 -2.28 2.20 4.43  0.425
H56 -1.61 0.57 4.25  -0.212
O17 -3.67 -2.66 5.16  -0.610
C33 -3.50 -2.29 4.04  0.298
O18 -2.48 -1.46 3.71  -0.391
C34 -2.31 -1.36 2.28  0.544
C35 -3.35 -2.33 1.67  0.044
C36 -4.33 -2.57 2.81  -0.498
H57 -1.32 -1.74 2.06  -0.433
H58 -2.45 -0.33 1.96  0.203
H59 -2.81 -3.23 1.36  0.226
H60 -3.81 -1.95 0.76  -0.201
H61 -4.71 -3.59 2.85  0.395
H62 -5.16 -1.87 2.83  0.252